1.
# C12H32N7OPS

A 2-piece molecular cluster, C12H32N7OPS overall (wB97M-V/def2-TZVPD, the OMol25 dataset).

Structure (XYZ):
```
54
Properties=species:S:1:pos:R:3:forces:R:3
C 1.160898 -4.538425 0.308996 0.0 0.1 -0.1
C 0.653297 -3.109739 0.490130 0.6 -0.8 0.0
N 0.842762 -2.354260 -0.733094 -0.6 0.4 0.0
P 0.707158 -0.566306 -0.713231 0.3 -2.1 0.0
C 2.300131 -0.293966 0.162006 0.6 0.7 -0.1
C 3.299856 0.524167 -0.691753 -0.4 -0.5 0.0
C 4.733779 0.223602 -0.282068 -0.3 0.0 0.3
C 5.007654 0.634502 1.170405 0.6 0.2 -0.5
N 6.433029 0.818644 1.491010 -0.4 -0.3 0.0
C -1.012656 -0.620458 -0.065273 -0.1 0.0 0.0
C -1.265915 -0.409924 1.453068 -0.6 0.5 0.6
N -2.001107 0.835534 1.711003 0.4 -0.4 0.1
N -2.073823 -1.537909 1.953137 0.1 0.0 -0.3
N -0.037776 -0.338727 2.240703 0.1 -0.2 0.0
N 0.521552 1.323181 -0.959430 -0.2 0.2 0.1
C 0.588047 2.110031 -0.077676 0.1 0.5 0.1
S 0.755890 3.160202 1.106756 0.0 0.1 0.0
H 0.749205 -4.962221 -0.604330 -0.1 -0.1 -0.1
H 2.247046 -4.569755 0.224762 0.1 0.0 0.0
H 0.862131 -5.162787 1.146569 0.0 -0.1 0.1
H -0.396433 -3.192413 0.751094 -0.2 0.4 0.1
H 1.193721 -2.696235 1.350770 -0.1 0.2 0.1
H 1.693791 -2.654138 -1.195512 0.1 0.1 0.0
H 0.812205 -0.639724 -2.102128 0.0 0.4 0.0
H 2.156570 0.162466 1.135267 -0.3 0.2 0.0
H 2.784661 -1.246976 0.354797 -0.3 -0.4 0.0
H 3.081739 1.584397 -0.610689 0.1 0.1 0.0
H 3.144475 0.236404 -1.732688 0.2 0.1 -0.2
H 4.910422 -0.849260 -0.386783 0.1 -0.1 -0.1
H 5.418349 0.731254 -0.960399 0.1 0.1 0.0
H 4.604701 -0.124073 1.834580 -0.1 0.1 0.2
H 4.496344 1.577819 1.354143 -0.1 0.1 0.2
H 6.863394 1.328684 0.728302 0.1 0.0 0.1
H 6.877238 -0.091825 1.525293 0.1 0.1 0.0
H -1.556920 0.148558 -0.601894 0.0 0.2 -0.1
H -1.445562 -1.563982 -0.378442 0.3 -0.3 -0.1
H -1.350363 1.606489 1.821877 -0.1 0.1 -0.2
H -2.617101 1.062819 0.939317 -0.1 0.2 0.2
H -2.724967 -1.857186 1.244202 0.0 0.0 0.0
H -2.632190 -1.150372 2.706853 0.0 -0.1 0.1
H 0.052668 -1.224538 2.725822 0.1 0.0 -0.1
H -0.132288 0.363907 2.965459 -0.1 0.1 -0.1
C -6.413299 1.864743 -2.289058 0.0 0.0 0.3
N -5.592487 2.043999 -1.105940 0.0 0.0 -0.1
C -4.293836 2.430892 -1.035943 0.0 0.1 0.0
C -3.577018 2.719850 -2.333409 0.0 0.0 0.0
O -3.734841 2.537799 0.046361 -0.1 -0.1 -0.1
H -7.276871 2.530287 -2.253001 0.0 0.0 -0.1
H -6.769671 0.835338 -2.348361 0.0 0.0 -0.1
H -5.844914 2.085363 -3.185586 0.0 0.0 0.0
H -6.010738 1.869565 -0.205396 0.0 0.0 0.0
H -2.556521 3.013024 -2.106577 0.0 0.0 0.1
H -3.557489 1.833531 -2.969066 0.0 0.0 -0.1
H -4.067208 3.531383 -2.872019 0.0 0.0 -0.1
```
Positions in Å, forces in eV/Å.

Values from the calculation:
- structure (SMILES) = CCN[PH](CCCCN)(CC(N)(N)N)N=C=S.CNC(C)=O
- total charge = 0

=====

2.
# C12H32NbO3

C12H32NbO3 as an isolated structure (wB97M-V/def2-TZVPD, the OMol25 dataset).

Structure (XYZ):
```
48
Properties=species:S:1:pos:R:3:forces:R:3
C -3.674679 -2.848822 -1.901657 0.4 -0.4 -0.6
C -2.265359 -2.227134 -2.096144 -1.1 0.0 -0.9
O -1.311843 -3.282906 -2.044479 0.3 0.5 0.4
C -0.370176 -3.096249 -1.001854 0.4 -1.3 0.8
C -0.997324 -2.959663 0.425357 1.0 0.9 -0.2
O -0.718032 -1.615135 0.860352 -2.3 0.0 1.1
Nb -2.292654 -0.751611 1.931214 4.6 1.9 -2.0
O -1.477951 1.145197 1.413288 -1.5 -1.6 0.0
C -2.446217 1.958161 0.755943 0.1 0.7 -0.5
C -1.819529 3.210970 0.051092 -0.3 -0.5 0.4
H -3.782110 -3.615646 -2.699177 0.0 0.4 0.3
H -4.489195 -2.122260 -2.047752 0.3 -0.2 0.3
H -3.768752 -3.406081 -0.954035 0.0 0.6 -0.2
H -2.247334 -1.813506 -3.129714 0.1 -0.1 0.5
H -2.049923 -1.384696 -1.419221 0.0 -0.6 0.1
H 0.320277 -2.252172 -1.182910 -0.5 -0.1 0.1
H 0.257481 -4.012142 -0.988161 -0.3 0.4 -0.3
H -0.515735 -3.629441 1.165906 -0.2 0.0 -0.5
H -2.079163 -3.175004 0.421770 0.4 -0.1 -0.2
H -3.403169 -0.744688 0.477079 -1.0 -0.2 0.0
H -2.833169 -2.403133 2.439672 -0.2 0.0 0.2
H -1.180094 -0.725220 3.406670 -0.6 -0.2 0.6
H -3.515401 0.078329 2.982893 -0.2 -0.2 0.1
H -2.991455 1.414340 -0.044101 0.3 0.0 0.5
H -3.202384 2.266687 1.508175 0.2 0.1 -0.5
H -2.504041 3.551343 -0.748182 0.2 0.0 0.4
H -1.678348 4.020877 0.785629 0.2 -0.2 -0.4
H -0.866631 2.942568 -0.439026 -0.3 0.1 0.4
C 2.217148 0.869848 2.415640 0.1 0.1 0.1
C 2.246160 1.985179 1.379117 -0.1 0.0 0.0
C 1.751487 1.537814 0.004500 -0.1 0.1 -0.1
C 2.580959 0.438192 -0.660473 0.0 0.0 0.1
C 4.060468 0.767343 -0.862285 -0.1 -0.1 -0.1
C 4.297104 1.959764 -1.781781 0.2 0.0 0.1
H 2.889605 0.051393 2.147568 0.0 0.0 0.0
H 2.531492 1.247854 3.391781 0.0 -0.1 0.0
H 1.209456 0.470219 2.514051 -0.1 -0.1 0.0
H 3.258430 2.400248 1.308955 0.0 0.0 0.0
H 1.604194 2.800301 1.725806 0.0 0.0 0.0
H 1.707890 2.411868 -0.655857 0.0 0.0 0.0
H 0.720872 1.182317 0.099926 0.0 0.0 0.1
H 2.132831 0.209585 -1.633949 0.0 0.0 0.0
H 2.501592 -0.480860 -0.072596 0.0 0.0 0.0
H 4.552864 -0.109623 -1.295324 0.0 0.0 0.0
H 4.545592 0.945091 0.102081 0.0 0.0 0.0
H 3.848040 1.790269 -2.763411 0.0 0.0 0.0
H 5.368296 2.122231 -1.926163 0.0 0.0 0.0
H 3.878430 2.878004 -1.366211 0.0 0.0 0.0
```
Positions in Å, forces in eV/Å.

Values from the calculation:
- total charge = -1

=====

3.
# C12H32Si4

One molecule with the formula C12H32Si4 (wB97M-V/def2-TZVPD, the OMol25 dataset).

Structure (XYZ):
```
48
Properties=species:S:1:pos:R:3:forces:R:3
C 1.998640 2.161674 1.576225 2.8 -1.7 -1.0
Si 2.013363 0.522830 0.483700 1.2 2.9 -0.8
C 3.932289 0.345203 0.360570 -0.7 -0.2 0.7
C 1.189039 -0.853529 1.371279 -0.2 -1.5 0.1
Si -0.573550 -0.633796 2.182408 -0.7 -0.1 1.6
C -0.657727 1.047935 2.981321 -0.4 -1.0 1.0
C -0.781987 -1.722257 3.699153 1.1 -0.8 0.9
C -2.226198 -0.890575 1.223206 0.7 -1.0 -1.1
Si -2.173807 -0.301628 -0.614405 -0.4 -0.1 2.2
C -3.869336 -0.567725 -1.273635 -0.9 0.2 0.1
C -1.920320 1.508750 -0.469423 -0.1 1.7 -1.8
C -0.853697 -1.263312 -1.516052 0.7 -0.2 -0.1
Si 0.632310 -0.391563 -2.377998 -0.2 0.3 -0.7
C -0.057255 0.510276 -3.965636 0.7 2.1 0.6
C 1.992262 -1.547734 -2.930700 -1.7 -1.6 0.7
C 1.222367 0.973474 -1.201282 -0.2 -1.0 0.0
H 2.755145 2.947395 1.305392 -0.6 -0.9 -0.1
H 2.303295 1.751826 2.541649 -0.3 0.4 0.3
H 1.077068 2.608754 1.587442 -2.3 1.1 0.4
H 4.246716 0.050615 1.394931 0.0 0.2 -0.8
H 4.297002 -0.380733 -0.357158 0.1 -0.2 0.0
H 4.378956 1.328504 0.133789 -0.3 -0.4 0.1
H 2.080294 -1.397015 1.857915 -1.7 0.8 0.3
H 0.912950 -1.604863 0.630018 0.2 -0.2 -0.5
H -1.396878 1.160202 3.796032 -0.2 -0.3 -0.8
H -0.844905 1.694307 2.173913 0.0 1.6 -0.4
H 0.264932 1.211348 3.505743 0.7 0.5 -0.2
H -0.532969 -1.091813 4.573733 0.0 -0.2 -0.3
H -0.022831 -2.536982 3.732108 -0.6 0.2 0.0
H -1.766393 -2.151220 3.932911 0.2 0.1 -0.5
H -3.114037 -0.417786 1.770713 1.4 -0.7 -0.6
H -2.323423 -2.034713 1.151422 -0.3 1.5 0.3
H -4.522392 -0.953197 -0.488686 0.2 -0.4 0.1
H -3.708179 -1.354149 -2.008876 -0.8 0.2 -0.6
H -4.442250 0.342318 -1.561169 0.7 -0.7 -0.7
H -2.892185 2.051365 -0.569681 0.6 -0.4 0.7
H -1.303357 1.861802 0.359041 -0.4 0.1 -0.1
H -1.415001 1.858100 -1.404592 -0.3 -0.1 0.6
H -1.314291 -1.890563 -2.263706 -0.4 0.0 -0.7
H -0.579048 -2.056595 -0.812155 0.5 0.2 0.2
H -1.064531 0.397921 -4.391556 0.1 -0.3 0.6
H 0.587297 0.703448 -4.879954 -0.3 -0.6 1.3
H -0.032920 1.537074 -3.426031 -0.4 -1.1 -1.2
H 2.593861 -1.879465 -2.079763 0.5 0.3 -0.3
H 2.493331 -1.226820 -3.823007 0.6 0.2 -0.1
H 1.418394 -2.475077 -3.202670 0.5 0.6 -0.1
H 1.815262 1.759234 -1.713355 -0.5 -0.3 0.3
H 0.184692 1.288755 -0.993124 1.0 0.7 0.2
```
Positions in Å, forces in eV/Å.

Values from the calculation:
- structure (SMILES) = C[Si]1(C)C[Si](C)(C)C[Si](C)(C)C[Si](C)(C)C1
- ΔE to the lowest compared entry with this formula, charge and spin (kJ/mol) = 216.0
- total charge = 0

=====

Taking the records one at a time from the top gives lowest unoccupied orbital energy values of 0.0212, 0.1070, 0.0250 Eh.
Taking the records one at a time from the top gives E values of -45565.584, -20652.167, -44475.563 eV.